(1)
Below is a 4-piece molecular cluster, C22H52N3O6 overall at a distorted geometry, with properties calculated with the ωB97M-V functional and the def2-TZVPD basis.

Last column: Löwdin charge in e.
Element x y z (Å)
C: 4.53 -7.80 -0.42  -0.1129
O: 4.91 -6.95 -1.50  -0.2195
C: 3.77 -6.24 -2.00  -0.2400
C: 3.37 -5.07 -1.04  -0.1849
C: 2.34 -4.14 -1.76  -0.2186
C: 1.18 -3.67 -0.83  -0.1993
C: 0.27 -4.93 -0.51  -0.1897
C: -1.20 -4.77 -0.99  -0.2088
C: -1.69 -5.81 -2.05  -0.2116
C: -1.18 -7.27 -1.86  -0.1476
C: -1.42 -7.90 -0.46  -0.7479
O: -1.71 -9.11 -0.45  -0.1066
O: -1.29 -7.26 0.61  -0.0798
H: 3.60 -8.34 -0.68  0.0954
H: 5.36 -8.48 -0.17  0.0837
H: 4.32 -7.17 0.48  0.0835
H: 2.91 -6.93 -2.15  0.1174
H: 4.08 -5.85 -2.99  0.1236
H: 2.93 -5.51 -0.13  0.1041
H: 4.31 -4.56 -0.75  0.1145
H: 1.94 -4.70 -2.64  0.1093
H: 2.89 -3.25 -2.14  0.0999
H: 0.61 -2.81 -1.24  0.0879
H: 1.67 -3.32 0.11  0.0978
H: 0.24 -4.99 0.60  0.1051
H: 0.81 -5.80 -0.90  0.0823
H: -1.28 -3.77 -1.47  0.0842
H: -1.90 -4.76 -0.14  0.0972
H: -1.50 -5.48 -3.10  0.0938
H: -2.80 -5.86 -1.97  0.1036
H: -0.08 -7.27 -2.10  0.0890
H: -1.62 -7.91 -2.66  0.0981
C: -1.17 2.15 1.22  -0.0766
C: -1.60 0.75 0.80  -0.4244
C: -0.78 -0.37 1.46  -0.1994
O: 0.52 -0.55 0.92  -0.1966
C: 1.49 0.35 1.42  -0.1049
N: -1.55 0.66 -0.67  0.0460
H: -0.25 2.47 0.75  0.0575
H: -1.94 2.88 0.94  0.0659
H: -1.04 2.21 2.31  0.0595
H: -2.64 0.61 1.11  0.1344
H: -1.30 -1.32 1.29  0.1249
H: -0.73 -0.24 2.55  0.1202
H: 1.33 0.60 2.47  0.0884
H: 1.52 1.26 0.81  0.0721
H: 2.47 -0.14 1.33  0.0863
H: -1.92 -0.24 -0.96  0.0729
H: -0.56 0.61 -0.93  0.0693
C: -3.99 4.88 -3.93  -0.0758
C: -3.97 4.88 -2.41  -0.4338
C: -2.71 5.53 -1.81  -0.2145
O: -1.55 4.72 -1.87  -0.1971
C: -0.87 4.74 -3.11  -0.1066
N: -4.15 3.50 -1.93  0.0454
H: -3.33 4.12 -4.36  0.0645
H: -5.00 4.66 -4.29  0.0743
H: -3.70 5.85 -4.33  0.0751
H: -4.83 5.47 -2.07  0.1317
H: -2.89 5.70 -0.75  0.1175
H: -2.51 6.52 -2.26  0.1161
H: -0.93 5.72 -3.59  0.0884
H: -1.27 3.97 -3.78  0.0767
H: 0.17 4.50 -2.92  0.0863
H: -4.24 3.52 -0.91  0.0656
H: -3.28 3.00 -2.09  0.0632
C: 1.34 5.17 2.36  -0.0630
C: 0.23 5.07 3.41  -0.4292
C: 0.23 6.23 4.42  -0.2079
O: 1.24 6.14 5.42  -0.1911
C: 2.52 6.60 5.02  -0.1091
N: 0.32 3.77 4.07  0.0433
H: 2.31 4.89 2.76  0.0658
H: 1.13 4.50 1.53  0.0654
H: 1.41 6.18 1.96  0.0787
H: -0.72 5.12 2.87  0.1333
H: -0.72 6.21 4.96  0.1205
H: 0.28 7.21 3.91  0.1183
H: 2.45 7.44 4.32  0.0895
H: 3.09 5.79 4.57  0.0747
H: 3.05 6.92 5.91  0.0857
H: -0.48 3.67 4.70  0.0772
H: 1.12 3.81 4.71  0.0722

Computed properties:
Kohn-Sham gap   5.45 eV
LUMO energy   0.066 Eh
Molecular weight   454.673 g mol⁻¹
Total energy   -40411.4365 eV
Net charge   -1
HOMO level   -0.13444 hartree

=====

(2)
Below is a 4-piece molecular cluster, C22H52N4O3P overall at a distorted geometry, with properties calculated with the ωB97M-V functional and the def2-TZVPD basis.

Last column: Löwdin charge in e.
Element x y z (Å)
C: -1.71 4.19 -2.31  -0.2372
P: -1.00 3.25 -3.70  0.8845
O: -2.23 2.55 -4.45  -0.2556
N: -0.13 1.91 -2.87  -0.0056
C: 1.14 2.04 -2.56  -0.4290
N: 1.92 1.15 -1.89  0.1193
C: 2.72 1.97 -0.92  -0.0260
C: 2.44 3.43 -1.45  -0.3641
O: 3.47 4.33 -1.47  -0.0502
N: 3.77 4.76 -0.04  0.0740
O: 3.12 5.64 0.26  0.1779
N: 1.93 3.13 -2.80  0.1469
H: -2.59 4.73 -2.63  0.0561
H: -0.94 4.90 -2.03  0.0350
H: -1.96 3.60 -1.43  0.0238
H: -2.82 2.08 -3.85  0.0702
H: -0.57 1.04 -2.60  0.1354
H: 1.46 0.34 -1.49  0.1499
H: 2.18 1.93 0.02  0.1227
H: 3.75 1.68 -0.83  0.1232
H: 1.57 3.77 -0.87  0.1439
H: 1.50 3.89 -3.31  0.1109
C: -4.10 3.45 1.20  -0.1028
C: -3.24 2.20 1.33  -0.2738
C: -3.56 1.13 0.29  -0.2460
C: -4.98 0.56 0.35  -0.2249
C: -5.36 -0.07 1.69  -0.2591
C: -4.48 -1.27 2.06  -0.1022
H: -5.15 3.24 1.36  0.0730
H: -3.80 4.19 1.94  0.0752
H: -3.98 3.89 0.21  0.0616
H: -3.33 1.78 2.34  0.1040
H: -2.18 2.48 1.21  0.0946
H: -2.84 0.31 0.38  0.0961
H: -3.41 1.56 -0.71  0.0845
H: -5.09 -0.19 -0.44  0.1088
H: -5.70 1.35 0.11  0.1046
H: -6.40 -0.39 1.63  0.1095
H: -5.31 0.67 2.49  0.1017
H: -4.55 -2.04 1.29  0.0648
H: -4.82 -1.71 3.00  0.0752
H: -3.44 -0.99 2.18  0.0647
C: 8.49 -0.02 0.26  -0.1104
C: 8.93 1.32 0.83  -0.2670
C: 8.34 1.63 2.20  -0.2251
C: 6.82 1.73 2.25  -0.2278
C: 6.22 2.77 1.31  -0.2871
C: 6.66 4.20 1.63  -0.1071
H: 7.41 -0.06 0.11  0.0587
H: 8.95 -0.21 -0.71  0.0703
H: 8.77 -0.84 0.93  0.0770
H: 8.67 2.12 0.12  0.0974
H: 10.02 1.33 0.91  0.1071
H: 8.78 2.56 2.58  0.1031
H: 8.66 0.85 2.91  0.1124
H: 6.51 1.96 3.27  0.1116
H: 6.38 0.75 2.02  0.0994
H: 5.13 2.72 1.38  0.0798
H: 6.47 2.53 0.27  0.0968
H: 6.39 4.47 2.65  0.0813
H: 6.18 4.91 0.95  0.0440
H: 7.74 4.32 1.52  0.0721
C: -5.47 -7.80 0.97  -0.1094
C: -5.51 -7.09 -0.39  -0.2701
C: -4.19 -7.18 -1.16  -0.2286
C: -2.99 -6.54 -0.47  -0.2285
C: -3.17 -5.06 -0.13  -0.2739
C: -3.36 -4.17 -1.36  -0.1131
H: -4.73 -7.36 1.63  0.0642
H: -6.44 -7.74 1.46  0.0700
H: -5.23 -8.86 0.84  0.0765
H: -5.79 -6.05 -0.24  0.0961
H: -6.30 -7.54 -1.00  0.1052
H: -4.33 -6.74 -2.15  0.1004
H: -3.96 -8.24 -1.34  0.1111
H: -2.11 -6.65 -1.11  0.1091
H: -2.76 -7.08 0.45  0.1023
H: -2.28 -4.72 0.40  0.1024
H: -4.01 -4.92 0.55  0.0944
H: -2.52 -4.27 -2.05  0.0727
H: -3.45 -3.12 -1.07  0.0500
H: -4.27 -4.44 -1.91  0.0674

Computed properties:
Kohn-Sham gap   8.60 eV
LUMO energy   -0.142 Eh
Molecular weight   451.657 g mol⁻¹
Total energy   -45040.8991 eV
Energy above the lowest of the compared OMol25 structures with the same formula, charge and spin   0.0 kJ/mol
Net charge   +1
HOMO level   -0.45769 hartree

=====

(3)
Below is C22H52N4O4PS2 as an isolated structure, with properties calculated with the ωB97M-V functional and the def2-TZVPD basis.

Last column: Löwdin charge in e.
Element x y z (Å)
C: -0.59 -5.42 4.62  0.0676
C: -0.36 -4.29 4.32  -0.2206
S: 0.03 -2.64 3.90  0.3901
O: 0.03 -1.93 5.15  -0.3174
O: 1.28 -2.76 3.20  -0.3255
N: -1.09 -2.23 2.86  -0.3480
S: -2.43 -1.49 3.36  0.3205
O: -3.24 -1.31 2.17  -0.3909
O: -2.21 -0.31 4.16  -0.3879
P: -3.48 -2.88 4.65  0.8125
C: -5.04 -1.89 4.69  -0.3286
C: -3.90 -4.08 3.33  -0.3451
H: -0.77 -6.43 4.91  0.0202
H: -5.72 -2.18 3.89  0.0339
H: -4.79 -0.84 4.56  0.0220
H: -5.52 -2.02 5.66  0.0183
H: -3.01 -4.64 3.05  0.0154
H: -4.66 -4.75 3.73  0.0290
H: -4.29 -3.55 2.46  0.0289
C: 1.44 -4.23 -0.39  -0.0837
C: 1.63 -3.18 -1.47  -0.2816
N: 0.47 -2.32 -1.63  -0.1989
C: 0.53 -1.49 -2.81  -0.2568
C: 1.63 -0.41 -2.89  -0.0859
C: -0.01 -1.68 -0.41  -0.2322
C: 0.98 -0.80 0.36  -0.0779
H: 0.54 -4.82 -0.58  0.0789
H: 2.30 -4.90 -0.38  0.0689
H: 1.36 -3.79 0.61  0.0557
H: 1.80 -3.67 -2.43  0.1100
H: 2.55 -2.61 -1.24  0.0982
H: -0.44 -1.00 -2.93  0.1105
H: 0.65 -2.15 -3.68  0.1016
H: 1.42 0.43 -2.24  0.0572
H: 1.70 -0.03 -3.91  0.0396
H: 2.61 -0.81 -2.62  0.0667
H: -0.35 -2.46 0.27  0.0874
H: -0.91 -1.11 -0.66  0.1171
H: 1.96 -1.26 0.43  0.0687
H: 0.61 -0.66 1.37  0.0541
H: 1.10 0.19 -0.09  0.0519
C: -2.31 4.33 7.68  -0.0982
C: -2.08 3.68 6.33  -0.2728
N: -3.26 3.68 5.48  -0.1996
C: -3.14 2.81 4.32  -0.2406
C: -2.10 3.16 3.25  -0.0774
C: -3.86 4.98 5.25  -0.2560
C: -2.98 6.08 4.62  -0.0883
H: -3.15 3.87 8.19  0.0763
H: -1.42 4.20 8.31  0.0685
H: -2.49 5.40 7.60  0.0583
H: -1.81 2.63 6.48  0.1242
H: -1.20 4.15 5.85  0.1010
H: -4.12 2.74 3.85  0.1137
H: -2.91 1.81 4.69  0.0814
H: -2.41 4.00 2.63  0.0511
H: -1.97 2.30 2.60  0.0697
H: -1.13 3.39 3.69  0.0679
H: -4.24 5.36 6.20  0.0956
H: -4.74 4.82 4.62  0.1108
H: -1.99 6.12 5.09  0.0627
H: -3.45 7.06 4.76  0.0645
H: -2.83 5.93 3.55  0.0512
C: 1.83 -1.09 -7.12  -0.0825
C: 3.21 -0.87 -7.72  -0.2741
N: 3.52 0.52 -7.98  -0.2034
C: 4.69 0.72 -8.80  -0.2560
C: 6.05 0.28 -8.24  -0.0877
C: 3.38 1.42 -6.84  -0.2436
C: 4.21 1.11 -5.58  -0.0828
H: 1.06 -0.63 -7.75  0.0810
H: 1.62 -2.15 -7.05  0.0748
H: 1.74 -0.67 -6.12  0.0439
H: 3.26 -1.39 -8.68  0.1148
H: 3.96 -1.36 -7.07  0.1023
H: 4.74 1.78 -9.07  0.1089
H: 4.52 0.18 -9.74  0.1067
H: 6.42 0.96 -7.47  0.0539
H: 6.79 0.27 -9.05  0.0670
H: 6.01 -0.73 -7.82  0.0654
H: 2.33 1.44 -6.55  0.1010
H: 3.61 2.43 -7.19  0.1122
H: 4.18 0.05 -5.33  0.0658
H: 3.81 1.66 -4.73  0.0713
H: 5.26 1.40 -5.69  0.0530

Computed properties:
Kohn-Sham gap   7.84 eV
LUMO energy   0.085 Eh
Molecular weight   531.790 g mol⁻¹
Total energy   -68765.5793 eV
Net charge   -1
HOMO level   -0.20286 hartree

=====

(4)
Below is a 8-piece molecular cluster, C22H52NO8 overall at a distorted geometry, with properties calculated with the ωB97M-V functional and the def2-TZVPD basis.

Last column: Löwdin charge in e.
Element x y z (Å)
N: -2.29 -3.87 3.82  0.1767
C: -2.26 -2.79 2.76  -0.0371
C: -0.90 -2.95 2.00  -0.3094
O: -0.26 -3.97 2.13  0.1118
C: -0.27 -1.84 1.10  -0.1462
C: 0.54 -0.74 1.64  -0.0446
C: 1.15 0.26 0.76  -0.0519
C: 0.98 0.20 -0.70  -0.0278
C: 0.15 -0.89 -1.25  -0.0367
C: -0.46 -1.89 -0.36  -0.0218
H: -3.20 -3.87 4.31  0.1609
H: -1.51 -3.68 4.46  0.1700
H: -2.19 -4.81 3.41  0.1722
H: -3.16 -2.96 2.12  0.1552
H: -2.39 -1.79 3.25  0.1494
H: 0.70 -0.67 2.75  0.0999
H: 1.74 1.08 1.23  0.0994
H: 1.47 0.95 -1.37  0.0762
H: -0.03 -0.94 -2.37  0.0940
H: -1.06 -2.70 -0.84  0.1093
C: -4.75 -2.21 7.87  -0.0860
C: -3.35 -2.60 7.45  -0.3021
O: -3.04 -2.04 6.17  -0.1159
H: -5.48 -2.55 7.14  0.0442
H: -5.00 -2.64 8.85  0.0873
H: -4.84 -1.12 7.94  0.0814
H: -3.26 -3.69 7.37  0.1065
H: -2.61 -2.25 8.18  0.1130
H: -3.11 -1.08 6.25  0.0907
C: 2.90 5.10 -2.03  -0.0806
C: 2.19 4.03 -1.23  -0.3090
O: 2.20 2.79 -1.94  -0.1151
H: 2.42 5.24 -3.00  0.0494
H: 2.89 6.05 -1.49  0.0800
H: 3.94 4.82 -2.22  0.0769
H: 1.15 4.30 -1.06  0.1137
H: 2.67 3.88 -0.26  0.1052
H: 3.12 2.54 -2.09  0.0900
C: -0.07 5.83 -6.29  -0.0934
C: 0.95 6.54 -5.42  -0.3132
O: 2.07 5.69 -5.17  -0.1040
H: -0.41 4.91 -5.81  0.0745
H: -0.93 6.48 -6.48  0.0739
H: 0.38 5.55 -7.25  0.0733
H: 0.51 6.80 -4.46  0.1111
H: 1.31 7.45 -5.90  0.1110
H: 2.46 5.46 -6.02  0.0763
C: -8.49 -5.38 5.80  -0.0853
C: -7.32 -4.60 5.25  -0.3119
O: -6.49 -4.13 6.31  -0.1150
H: -9.08 -4.76 6.48  0.0822
H: -9.14 -5.74 5.00  0.0795
H: -8.15 -6.24 6.38  0.0761
H: -7.67 -3.74 4.68  0.1152
H: -6.72 -5.23 4.58  0.1023
H: -6.17 -4.90 6.79  0.0898
C: -0.47 -2.31 -6.74  -0.0926
C: -0.09 -1.50 -5.51  -0.3202
O: -0.08 -2.33 -4.35  -0.1074
H: -1.46 -2.76 -6.61  0.0771
H: -0.49 -1.68 -7.63  0.0769
H: 0.24 -3.13 -6.90  0.0738
H: -0.80 -0.70 -5.35  0.1130
H: 0.91 -1.06 -5.64  0.1100
H: 0.57 -3.03 -4.50  0.0855
C: 6.60 4.41 -6.42  -0.0937
C: 5.51 4.32 -7.47  -0.3238
O: 4.92 5.60 -7.70  -0.0912
H: 6.19 4.79 -5.48  0.0733
H: 7.05 3.44 -6.24  0.0737
H: 7.38 5.11 -6.73  0.0741
H: 4.72 3.64 -7.15  0.1083
H: 5.92 3.95 -8.42  0.1082
H: 5.62 6.19 -7.99  0.0825
C: 3.20 -1.93 4.29  -0.1027
C: 4.36 -1.14 3.73  -0.3213
O: 5.19 -0.66 4.78  -0.0790
H: 2.60 -1.31 4.97  0.0739
H: 2.55 -2.30 3.49  0.0545
H: 3.55 -2.79 4.87  0.0736
H: 4.00 -0.28 3.16  0.1066
H: 4.96 -1.77 3.06  0.1122
H: 5.52 -1.43 5.27  0.0831

Computed properties:
Kohn-Sham gap   8.28 eV
LUMO energy   -0.115 Eh
Molecular weight   458.657 g mol⁻¹
Total energy   -41517.9604 eV
Energy above the lowest of the compared OMol25 structures with the same formula, charge and spin   0.0 kJ/mol
Net charge   +1
HOMO level   -0.41874 hartree

=====

(5)
Below is C22H53AlBBeBr2ClF4N4NbO11P as an isolated structure at a distorted geometry, with properties calculated with the ωB97M-V functional and the def2-TZVPD basis.

Last column: Löwdin charge in e.
Element x y z (Å)
C: 2.58 0.93 3.38  -0.0518
B: 1.06 0.76 3.70  -0.5116
O: 0.72 -0.02 4.99  -0.0924
Nb: -0.73 1.51 2.45  1.0598
Br: -1.67 -0.93 2.48  0.1965
C: 0.30 1.08 0.55  -0.4047
C: -0.39 1.46 -0.79  -0.2555
C: 0.24 2.73 -1.45  -0.3187
C: 0.55 2.45 -2.99  -0.1963
N: 1.66 3.34 -3.47  -0.0700
C: 1.47 4.74 -3.14  -0.0929
C: 1.84 3.26 -4.92  -0.4421
C: 3.21 3.70 -5.43  0.0352
O: 0.97 2.90 -5.66  0.1507
P: 0.04 3.91 2.58  0.8515
C: 0.26 4.50 4.33  -0.3304
C: 1.56 4.25 1.58  -0.3085
C: -2.72 2.26 1.53  -0.6821
F: -3.56 2.75 2.51  0.0020
F: -3.44 1.28 0.93  0.0181
F: -2.53 3.32 0.69  0.0191
H: 3.22 0.38 4.09  0.0822
H: 2.82 0.49 2.40  0.0753
H: 2.88 1.99 3.38  0.0643
H: 0.82 0.58 5.76  0.1143
H: -1.53 1.76 4.19  -0.0302
H: 0.49 -0.03 0.53  -0.2297
H: 1.30 1.53 0.58  0.0571
H: -0.14 0.65 -1.51  0.0506
H: -1.49 1.50 -0.79  0.1006
H: 1.24 2.93 -1.03  0.0919
H: -0.49 3.61 -1.32  -0.1363
H: 0.94 1.42 -3.08  0.1300
H: -0.36 2.56 -3.58  0.0884
H: 1.94 4.90 -2.15  0.1050
H: 1.97 5.43 -3.84  0.1125
H: 0.28 5.11 -3.10  -0.1276
H: 3.34 3.49 -6.49  0.0714
H: 4.02 3.26 -4.83  0.0910
H: 3.29 4.79 -5.30  0.0902
H: 1.25 4.29 4.75  0.0471
H: -0.52 4.11 4.99  0.0240
H: 0.13 5.60 4.33  0.0455
H: 2.06 5.13 2.02  0.0557
H: 2.26 3.41 1.51  0.0279
H: 1.23 4.58 0.59  0.0182
C: -7.46 -2.89 0.38  -0.0640
C: -6.28 -1.94 0.55  -0.4287
C: -4.91 -2.61 0.38  -0.2241
O: -4.49 -3.40 1.48  -0.2160
C: -5.07 -4.70 1.54  -0.0917
N: -6.39 -1.26 1.84  0.0450
H: -7.62 -3.51 1.26  0.0688
H: -8.37 -2.33 0.21  0.0798
H: -7.31 -3.55 -0.48  0.0818
H: -6.36 -1.18 -0.24  0.1348
H: -4.15 -1.82 0.29  0.0920
H: -4.85 -3.20 -0.55  0.1217
H: -5.21 -5.14 0.55  0.0974
H: -6.01 -4.68 2.09  0.0852
H: -4.38 -5.34 2.10  0.0657
H: -5.67 -0.55 1.91  0.0539
H: -6.14 -1.94 2.56  0.0695
C: 0.94 -3.23 6.06  -0.1001
C: 1.84 -3.60 7.21  -0.3054
O: 1.93 -5.01 7.08  0.1319
C: 1.77 -5.27 5.75  -0.5546
O: 2.05 -6.31 5.23  0.1330
O: 1.27 -4.22 5.09  -0.1367
F: 1.27 -3.30 8.40  0.0814
H: -0.12 -3.31 6.31  0.1524
H: 1.15 -2.24 5.68  0.0819
H: 2.84 -3.17 7.16  0.1775
N: 4.46 -7.70 6.07  0.3273
H: 5.32 -7.71 5.52  0.1594
H: 4.69 -7.53 7.05  0.1583
H: 3.84 -6.96 5.72  0.1053
H: 3.99 -8.60 5.98  0.1632
Cl: 2.25 -3.07 3.12  -0.2830
C: 2.09 2.62 -8.96  -0.1792
C: 1.37 1.52 -9.73  -0.1661
C: 2.45 1.06 -10.70  -0.1938
O: 3.71 1.27 -10.04  -0.1308
C: 3.50 2.06 -8.87  -0.2284
H: 1.65 2.84 -7.99  0.0771
H: 2.09 3.55 -9.55  0.1207
H: 1.10 0.71 -9.05  0.1140
H: 0.46 1.86 -10.23  0.1152
H: 2.45 1.66 -11.61  0.1209
H: 2.35 0.01 -10.97  0.1192
H: 3.62 1.41 -8.00  0.1136
H: 4.27 2.85 -8.83  0.1156
Be: -1.01 0.60 5.10  0.6685
N: -3.83 -8.07 2.61  -0.6146
O: -2.95 -8.83 2.19  0.1049
O: -4.79 -7.78 1.90  0.0905
O: -3.73 -7.60 3.75  0.0867
Al: 0.33 -1.66 -0.21  1.0117
Br: -1.17 4.66 -2.52  0.8025
O: 5.23 4.08 -2.34  -0.0465
H: 5.34 4.86 -2.89  0.0439
H: 4.28 3.96 -2.29  -0.0037

Computed properties:
Kohn-Sham gap   1.02 eV
LUMO energy   -0.355 Eh
Molecular weight   991.622 g mol⁻¹
Total energy   -234113.5924 eV
Net charge   +2
HOMO level   -0.39249 hartree